Entry from the OMol25 dataset: a 2-piece molecular cluster, C3H10OS2 overall at a distorted geometry (ωB97M-V with the def2-TZVPD basis set).

Properties
gap between HOMO and LUMO (spin up / spin down) = 0.381 / 0.234 Eh
relative energy (zero: lowest compared OMol25 entry of this formula, charge and spin) = 50.3 kcal per mole

The geometry in ORCA input format:
```
! wB97M-V def2-TZVPD RIJCOSX def2/J DEFGRID3
* xyz 1 2
C -0.1734 0.1725 -0.8329
C 0.3039 -0.9359 -1.7498
C 0.9380 1.0977 -0.3091
S 0.5274 2.1011 1.2382
S -1.5126 2.0171 1.3238
H -0.8284 0.9337 -1.2622
H -0.4915 -0.2544 0.0994
H 1.0665 -0.4374 -2.5354
H -0.4400 -1.7041 -1.9619
H 1.0314 -1.4750 -1.0656
H 1.7788 0.5940 0.1686
H 1.2935 1.9658 -0.9374
H -1.9797 0.9499 1.8954
H -1.2837 -1.7826 2.3717
H 0.1365 -1.6804 1.3629
O -0.3668 -1.5618 2.1942
*
```